Record 1
This record from OMol25 describes a molecular structure, C35H26F2IN6O2SeTa. The level of theory is the ωB97M-V functional and the def2-TZVPD basis.

The geometry in XYZ format:
```
74
Properties=species:S:1:pos:R:3:forces:R:3:lowdin_charge:R:1
Ta -0.01606 -0.03013 -0.53493 -0.493 -0.537 0.503 1.599
C 2.72702 1.91423 -3.28624 -0.040 0.027 -0.004 0.008
C 3.32529 0.61502 -2.85057 0.124 -0.128 -0.002 -0.251
N 4.38166 0.14110 -3.49856 -0.051 0.055 -0.014 0.159
C 4.92573 -1.01282 -3.12275 0.048 -0.092 0.042 -0.046
C 4.46378 -1.79967 -2.07590 -0.041 0.034 -0.016 -0.109
C 5.14466 -3.10350 -1.73168 -0.015 -0.028 -0.027 -0.182
O 5.50874 -3.17558 -0.36046 0.030 0.011 0.023 -0.051
C 3.33466 -1.33262 -1.38796 0.010 0.080 -0.115 -0.095
C 2.77865 -2.05734 -0.25110 -0.008 0.082 -0.010 -0.013
N 1.63999 -1.81686 0.29888 0.004 -0.073 -0.120 -0.040
C 1.38312 -2.57447 1.48334 -0.033 0.047 0.053 -0.374
C 1.47253 -3.95933 1.53759 -0.029 0.030 -0.004 -0.019
C 1.22943 -4.61953 2.73355 -0.012 -0.014 -0.004 -0.036
C 0.88535 -3.91041 3.87461 -0.018 -0.010 0.011 -0.045
C 0.79090 -2.52458 3.83705 -0.006 0.024 -0.010 -0.108
C 1.04200 -1.88365 2.63903 0.018 -0.103 -0.080 -0.587
I 1.06333 0.19641 2.48858 0.077 0.065 0.145 1.269
C 2.79422 -0.11798 -1.78950 -0.016 -0.006 0.199 -0.306
O 1.70227 0.37390 -1.14409 0.559 0.346 -0.491 -0.385
H 3.19600 2.22455 -4.21550 0.003 0.006 -0.001 0.096
H 2.89287 2.69018 -2.53526 -0.009 0.000 0.013 0.088
H 1.64947 1.82152 -3.44115 0.008 -0.008 -0.001 0.081
H 5.78934 -1.33407 -3.69436 0.012 -0.002 0.001 0.131
H 6.00633 -3.24605 -2.38522 -0.005 0.004 -0.001 0.132
H 4.46717 -3.93992 -1.91728 0.006 0.008 -0.001 0.136
H 6.38629 -2.79825 -0.23809 -0.022 -0.008 0.002 0.110
H 3.42850 -2.81660 0.17962 -0.016 -0.006 0.027 0.138
H 1.72086 -4.51797 0.64328 0.029 0.008 -0.013 0.133
H 1.30837 -5.69726 2.77145 0.001 -0.011 0.002 0.124
H 0.69771 -4.43168 4.80304 -0.001 0.002 0.007 0.122
H 0.53938 -1.96501 4.72745 0.013 0.009 0.007 0.112
F -4.93142 -0.22702 -3.04465 0.028 0.010 0.023 0.123
C -3.90934 0.54440 -2.69558 -0.053 0.024 -0.039 -0.243
C -2.81818 -0.04340 -2.07143 -0.030 0.040 0.149 -0.071
C -1.73291 0.73962 -1.69472 -0.029 0.027 -0.178 -0.275
C -1.79967 2.13774 -1.89799 -0.009 -0.007 0.093 -0.134
C -2.91419 2.66758 -2.55610 0.121 -0.058 0.024 -0.197
F -2.98785 3.98149 -2.78935 -0.039 0.023 -0.006 0.101
C -3.97535 1.89466 -2.97257 0.026 -0.028 0.021 0.110
C -0.73511 2.94250 -1.28415 -0.082 -0.092 -0.025 -0.178
C -0.57972 4.32600 -1.39513 0.000 -0.051 -0.010 0.041
C 0.45455 4.95609 -0.73588 0.003 -0.008 0.007 0.003
C 1.35619 4.20052 0.00596 0.008 -0.009 -0.015 -0.020
C 1.17333 2.84195 0.05662 -0.060 -0.021 -0.050 -0.154
N 0.13133 2.21772 -0.53449 0.042 0.293 -0.063 -0.058
H -2.85749 -1.11367 -1.92180 -0.071 0.213 0.086 0.069
H -4.82482 2.33453 -3.47474 -0.006 0.003 -0.011 0.151
H -1.26409 4.89287 -2.00128 0.007 0.011 -0.008 0.121
H 0.57083 6.02854 -0.81508 0.003 0.007 -0.003 0.132
H 2.19823 4.64992 0.51143 0.003 0.004 0.003 0.126
H 1.89741 2.21102 0.55076 -0.014 -0.026 0.051 0.059
N -1.66013 0.84027 0.96889 -0.108 0.034 -0.038 -0.046
C -2.34755 -0.15973 1.75414 0.042 -0.156 -0.101 -0.266
C -3.15476 0.13051 2.81725 0.015 -0.016 -0.071 0.020
C -3.84905 -0.90324 3.47364 -0.023 -0.028 0.020 -0.024
C -3.73536 -2.19292 3.03688 -0.014 0.013 0.014 0.012
C -2.89221 -2.51234 1.94878 0.043 0.026 -0.050 -0.125
C -2.72908 -3.83010 1.46605 0.003 0.038 -0.016 0.059
C -1.85217 -4.06213 0.44678 -0.019 0.003 0.009 0.006
C -1.12160 -2.99529 -0.08280 0.033 0.017 -0.061 -0.146
N -1.26627 -1.72827 0.29368 -0.169 -0.042 0.129 -0.024
C -2.17079 -1.48300 1.31441 0.047 0.170 0.017 -0.161
H -2.33403 1.24304 0.31655 -0.001 0.070 0.058 0.104
H -1.33335 1.60524 1.55387 0.030 -0.078 0.040 0.078
H -3.27874 1.15609 3.14306 0.007 0.011 0.007 0.133
H -4.48789 -0.66303 4.31143 -0.008 -0.004 0.007 0.126
H -4.28536 -2.98952 3.52022 -0.006 -0.006 0.005 0.133
H -3.29630 -4.63720 1.91236 -0.004 -0.006 0.005 0.141
H -1.69319 -5.05000 0.04023 0.003 -0.011 0.011 0.133
H -0.37276 -3.19382 -0.83510 -0.041 0.042 -0.062 0.067
Se 0.27855 -1.41796 -2.75377 -0.026 0.015 0.000 0.874
C -1.30903 -2.27310 -3.09105 0.188 -0.171 -0.102 -0.723
N -2.26751 -2.87749 -3.29900 0.034 -0.091 0.012 0.129
```
Positions in Å, forces in eV/Å.

## Properties
Kohn-Sham gap = 6.97 eV
Total charge = +2
Multiplicity = 1

***

Record 2
This record from OMol25 describes a molecular structure, C35H27AsI2N8O13S2Sr at a distorted geometry. The level of theory is the ωB97M-V functional and the def2-TZVPD basis.

The geometry in XYZ format:
```
89
Properties=species:S:1:pos:R:3:forces:R:3:lowdin_charge:R:1
Sr 1.16782 0.88967 0.33588 -0.528 -2.604 -0.890 1.320
O 4.47354 -1.27777 1.86960 0.008 -0.047 -0.006 0.006
C 3.94645 -0.80376 0.86041 0.134 0.169 -0.541 -0.650
O 2.73092 -0.92566 0.50493 -0.082 0.074 0.519 -0.225
C 4.84087 -0.10248 -0.17058 -0.025 -0.065 -0.018 -0.031
C 6.19150 -0.21428 0.02667 0.029 -0.033 0.010 0.050
C 7.12729 0.22461 -0.91894 -0.006 -0.166 -0.064 -0.168
C 6.69862 0.73465 -2.13403 -0.061 -0.052 0.018 0.057
C 5.35108 0.83293 -2.36125 0.131 -0.177 -0.176 -0.067
C 4.32361 0.54820 -1.37196 0.123 0.125 -0.114 -0.308
O 3.14643 0.91899 -1.57129 -0.313 -0.286 0.405 -0.232
N 4.96082 1.27764 -3.69373 -0.476 0.677 0.344 -0.353
O 3.93945 0.83308 -4.18036 0.204 -0.248 -0.117 0.037
O 5.65225 2.12935 -4.24255 0.194 -0.217 -0.111 0.035
N 8.53274 0.07628 -0.67624 0.037 0.619 0.311 -0.378
O 9.32425 0.49758 -1.51748 -0.011 -0.223 -0.117 0.013
O 8.90023 -0.39347 0.39418 -0.014 -0.210 -0.105 0.029
H 6.52101 -0.67884 0.94570 0.006 -0.003 -0.004 0.122
H 7.40345 1.03094 -2.89507 0.012 0.009 -0.010 0.123
O 2.42517 1.68087 3.13578 -0.581 0.364 0.203 -0.248
As 0.72270 2.17383 3.32036 0.002 0.231 -0.608 0.860
O 0.29740 2.31043 4.88382 0.106 -0.102 0.153 -0.479
O -0.06536 1.08675 2.31843 -0.080 0.355 0.674 -0.655
C 0.42250 3.97145 2.46553 0.104 -0.086 0.135 -0.183
C -0.31596 4.74629 3.35928 0.001 0.102 0.063 -0.114
C -0.78828 6.01193 3.03465 0.018 -0.048 0.043 -0.094
C -0.51742 6.54242 1.78935 0.041 -0.021 -0.057 -0.093
C 0.22174 5.79592 0.88284 -0.011 0.128 -0.001 -0.078
C 0.68977 4.52751 1.19628 -0.026 -0.004 -0.180 -0.232
S 1.54906 3.72356 -0.18452 -0.374 0.494 0.789 0.449
O 2.10405 4.74340 -1.02277 0.023 0.117 0.007 -0.284
O 0.49993 2.90068 -0.81488 0.267 0.519 -0.044 -0.464
O 2.53472 2.87042 0.50776 0.104 0.252 0.057 -0.466
H 2.63691 1.88765 2.21552 0.705 0.395 0.047 -0.034
H -0.50897 4.32787 4.34010 -0.005 0.003 -0.009 0.080
H -1.36011 6.57478 3.76289 0.003 -0.003 0.003 0.095
H -0.86789 7.53073 1.51702 -0.004 -0.004 -0.005 0.095
H 0.45901 6.20040 -0.09264 0.007 -0.021 0.007 0.106
C -0.01525 -2.20489 3.54245 0.002 0.016 -0.023 -0.033
N 0.91969 -2.93168 2.70611 0.035 -0.010 -0.008 -0.111
C 2.13107 -3.45208 3.12436 -0.025 -0.012 -0.030 -0.046
C 2.76802 -3.90476 2.03558 -0.019 -0.004 0.005 -0.050
N 1.93867 -3.66744 0.94836 0.009 -0.338 0.024 0.001
C 0.79754 -3.03689 1.35950 -0.013 0.281 0.047 -0.737
S -0.45607 -2.40327 0.44623 -0.082 0.033 0.053 0.569
C 2.32004 -3.89699 -0.39506 -0.037 0.188 -0.102 -0.277
C 3.60185 -3.52271 -0.79325 -0.075 0.008 -0.016 0.011
C 3.94334 -3.71067 -2.11700 0.023 0.005 0.014 -0.051
C 3.00167 -4.25060 -2.98430 -0.007 0.017 0.015 -0.080
C 1.76076 -4.58921 -2.47456 0.021 -0.051 -0.020 -0.188
N 1.41793 -4.43310 -1.19699 0.087 -0.059 0.023 0.135
H 0.12700 -2.52252 4.57442 0.014 0.019 -0.008 0.087
H -1.02791 -2.42768 3.21361 -0.008 -0.021 0.012 0.065
H 0.14211 -1.12974 3.44976 -0.006 0.017 -0.023 0.076
H 2.44075 -3.41360 4.15206 0.013 0.007 -0.001 0.119
H 3.73783 -4.34916 1.91946 0.025 0.025 0.011 0.123
H 4.26786 -3.04560 -0.08882 0.048 -0.034 0.009 0.108
H 4.91991 -3.40594 -2.47133 -0.006 0.014 -0.006 0.111
H 3.21828 -4.39460 -4.03444 0.007 0.011 -0.005 0.096
H 0.99380 -5.00760 -3.11930 0.022 -0.012 0.018 0.070
I 0.96392 -0.47251 -2.73355 0.331 -0.389 -0.486 1.065
C -0.30705 -1.67597 -3.92735 -0.325 -0.141 -0.065 -1.129
I -1.63299 -3.13429 -3.06304 0.064 0.188 0.005 0.685
H 0.33401 -2.25707 -4.57780 0.068 0.053 0.002 -0.059
H -0.95350 -1.03841 -4.51792 0.055 0.050 0.002 -0.055
N -6.81918 -0.21710 -1.37960 0.001 -0.042 0.010 0.165
C -8.15520 -0.30274 -1.06388 -0.009 0.028 -0.009 -0.196
C -9.29763 -0.50074 -1.83026 0.005 -0.015 0.004 -0.033
C -10.50532 -0.51915 -1.15619 -0.005 0.001 0.000 -0.115
C -10.56948 -0.34452 0.23423 0.001 -0.002 -0.002 -0.112
C -9.42817 -0.14547 0.98798 0.004 -0.004 0.001 -0.024
C -8.20157 -0.12229 0.32724 0.003 0.005 0.003 -0.231
N -6.92718 0.06405 0.82918 0.002 0.005 0.002 0.178
C -6.13560 0.00011 -0.20744 -0.002 0.006 -0.006 -0.263
C -4.67493 0.15354 -0.18138 -0.012 -0.001 0.002 -0.146
C -4.03512 0.55160 0.98552 -0.001 -0.010 0.013 0.009
C -2.65671 0.69835 0.98098 0.030 -0.059 -0.020 -0.107
N -1.90665 0.48595 -0.10339 0.116 0.195 -0.022 0.058
C -2.52406 0.10825 -1.21401 -0.036 -0.014 -0.044 -0.175
C -3.89371 -0.08147 -1.30528 0.042 -0.002 -0.002 -0.019
H -6.40618 -0.30228 -2.28998 -0.001 0.015 -0.003 0.146
H -9.24991 -0.63599 -2.90328 0.002 0.001 -0.001 0.103
H -11.42086 -0.67065 -1.71376 -0.001 -0.003 0.002 0.091
H -11.53549 -0.36656 0.72251 -0.001 0.000 0.000 0.091
H -9.47018 -0.00979 2.06059 -0.002 0.003 -0.001 0.107
H -4.60821 0.73877 1.88249 -0.008 -0.002 -0.006 0.110
H -2.10307 0.98444 1.86717 -0.019 0.007 0.012 0.085
H -1.89686 -0.06171 -2.08015 0.024 0.012 0.005 0.038
H -4.30337 -0.43019 -2.24518 -0.016 0.002 0.005 0.095
```
Positions in Å, forces in eV/Å.

## Properties
Kohn-Sham gap = 6.18 eV
Total charge = -2
Multiplicity = 1

***

| no. | LUMO level (eV) |
| --- | --- |
| 1 | -7.0 |
| 2 | 3.1 |